Density functional theory data (the ωB97M-V functional and the def2-TZVPD basis) for a 3-piece molecular cluster, C35H52BBrCl2N4O5S overall in a non-equilibrium geometry.

```
101
C35H52BBrCl2N4O5S the ωB97M-V functional and the def2-TZVPD basis
C 1.5811 4.6631 4.3625
C 2.0735 3.5902 3.4330
O 2.8341 3.8546 2.5319
N 1.6228 2.3083 3.6268
C 1.0018 1.9928 4.9126
C 2.3501 1.2852 2.9115
C 3.5441 0.9375 3.5711
Br 4.1015 1.7943 5.1856
C 4.4576 0.0029 3.1252
N 5.6309 -0.3530 3.8061
C 6.7335 0.0343 3.3051
C 7.9549 -0.7770 3.6265
C 6.8998 1.2509 2.4345
C 4.1542 -0.5696 1.9011
O 5.0440 -1.4820 1.3694
C 3.0120 -0.2107 1.2050
C 2.0225 0.6965 1.6357
N 0.8845 1.0300 0.7995
C -0.1782 1.7780 1.4465
C -0.9902 1.0131 2.4862
C -2.0083 2.0048 3.0863
C -1.8087 -0.1913 1.9760
C 0.4863 0.1914 -0.2897
C 1.3194 -0.7867 -0.8336
C 0.9791 -1.6753 -1.8426
C -0.2632 -1.6328 -2.4424
B -0.6744 -2.6593 -3.5563
O 0.1034 -2.6791 -4.7021
N -1.7826 -3.5733 -3.4211
C -1.4897 -4.9103 -3.9610
C -2.1822 -3.7624 -1.9986
C -1.0944 -0.6067 -2.0011
C -0.7648 0.2968 -0.9923
C -1.8227 1.3749 -0.8028
Cl -1.0910 2.9229 -1.4529
C -3.1661 1.2751 -1.5690
C -3.1725 1.5456 -3.0822
Cl -4.1203 -0.1711 -1.1068
S 2.9963 -0.9997 -0.3645
H 2.0560 4.5981 5.3377
H 1.7950 5.6352 3.9362
H 0.4991 4.5922 4.4716
H 0.0579 2.5203 5.0022
H 1.5825 2.3055 5.7767
H 0.8145 0.9339 5.0286
H 7.9478 -1.0105 4.6884
H 7.8433 -1.7332 3.1191
H 8.8781 -0.2966 3.3217
H 6.8669 0.9589 1.3826
H 6.1734 2.0226 2.6645
H 7.8980 1.6459 2.6066
H 5.4905 -1.0469 0.6326
H -0.8443 2.3235 0.8011
H 0.2921 2.6508 1.8732
H -0.3741 0.5720 3.2564
H -2.8712 2.0434 2.4229
H -2.3794 1.5995 4.0261
H -1.5739 2.9875 3.2424
H -2.7446 0.0817 1.4963
H -2.1197 -0.7440 2.8658
H -1.2478 -0.9030 1.3764
H 1.6786 -2.4213 -2.1947
H -0.4393 -2.9274 -5.4568
H -2.4098 -5.4902 -3.9923
H -0.7614 -5.4418 -3.3431
H -1.1057 -4.8830 -4.9766
H -1.3005 -4.0240 -1.4094
H -2.8792 -4.5916 -1.9427
H -2.6513 -2.8605 -1.6215
H -2.0355 -0.5551 -2.5145
H -2.1528 1.5429 0.2060
H -3.7458 2.1004 -1.1662
H -3.9275 0.9357 -3.5704
H -3.3520 2.5934 -3.2861
H -2.2309 1.2718 -3.5480
C -1.1832 6.6493 -4.2178
C -1.5699 7.1159 -5.6185
C -1.7130 5.7915 -6.3568
O -2.1458 4.8332 -5.3890
C -2.0142 5.3822 -4.0755
H -1.3890 7.3802 -3.4373
H -0.1188 6.4066 -4.1855
H -2.5307 7.6349 -5.5867
H -0.8401 7.7801 -6.0789
H -0.7526 5.4595 -6.7658
H -2.4383 5.8351 -7.1700
H -3.0178 5.6073 -3.6947
H -1.5549 4.6424 -3.4206
C -2.8457 -7.2756 1.5769
C -3.5892 -8.3462 0.7840
C -3.9719 -7.5854 -0.4779
O -2.9458 -6.6115 -0.6918
C -2.1189 -6.5217 0.4725
H -2.1693 -7.6756 2.3305
H -3.5605 -6.6169 2.0752
H -2.9113 -9.1667 0.5382
H -4.4505 -8.7616 1.3047
H -4.9247 -7.0603 -0.3514
H -4.0455 -8.2289 -1.3552
H -1.1527 -6.9848 0.2452
H -1.9504 -5.4717 0.7149
```

Properties
2S+1: 1
ΔE to the lowest compared entry with this formula, charge and spin: 0.0 kJ/mol
Kohn-Sham gap: 7.55 eV
SMILES: CC(=O)N(C)c1c(Br)c(N=C(C)C)c(O)c2c1N(CC(C)C)c1c(cc(B(O)N(C)C)cc1[C@@H](Cl)[C@@H](C)Cl)S2.C1CCOC1.C1CCOC1
total charge: 0
largest force on an atom: 1.559 eV/Å